Formula: C42H112N14O18
Source: the Open Molecules 2025 dataset
Level of theory: ωB97M-V with the def2-TZVPD basis set

The HOMO energy comes out at -0.313 Ha. The SMILES is COCCNCCOC.COCCNCCOC.COCCNCCOC.COCCNCCOC.COCCNCCOC.COCCNCCOC.NC(N)=O.NC(N)=O.NC(N)=O.NC(N)=O.OCCO. The value obtained for the HOMO-LUMO gap is 9.050 eV. As for the calculated total energy: -3788.15410 Eh. The energy relative to the best compared isomer or geometry (same formula, charge and spin) is 0.0 kJ/mol.

The geometry in ORCA input format:
```
! RIJCOSX wB97M-V def2-TZVPD def2/J DEFGRID3
* xyz 0 1
C -1.30 -19.38 -34.10
O -2.26 -18.42 -33.68
C -2.49 -18.23 -32.31
C -3.62 -17.21 -32.25
N -3.64 -16.47 -30.98
C -4.01 -17.29 -29.86
C -5.56 -17.80 -29.86
O -6.42 -16.66 -29.79
C -6.42 -15.99 -28.59
H -0.41 -19.34 -33.50
H -1.03 -19.17 -35.13
H -1.74 -20.37 -33.98
H -1.65 -17.72 -31.80
H -2.84 -19.19 -31.86
H -4.64 -17.62 -32.57
H -3.48 -16.48 -33.00
H -4.29 -15.70 -30.99
H -3.89 -16.61 -28.97
H -3.39 -18.16 -29.74
H -5.76 -18.38 -28.97
H -5.89 -18.36 -30.72
H -7.42 -15.64 -28.41
H -5.72 -15.14 -28.53
H -6.17 -16.65 -27.77
C -5.97 -13.91 -16.71
O -7.03 -14.08 -17.55
C -6.66 -14.11 -18.87
C -7.96 -14.55 -19.74
N -7.63 -14.79 -21.14
C -8.83 -15.11 -21.87
C -8.45 -15.91 -23.12
O -9.39 -15.71 -24.15
C -8.98 -14.68 -25.10
H -6.37 -14.10 -15.74
H -5.56 -12.90 -16.78
H -5.20 -14.68 -16.91
H -5.90 -14.80 -19.06
H -6.20 -13.16 -19.25
H -8.69 -13.79 -19.71
H -8.47 -15.50 -19.31
H -6.90 -15.47 -21.31
H -9.36 -14.16 -22.29
H -9.54 -15.57 -21.21
H -8.39 -16.97 -22.93
H -7.44 -15.55 -23.33
H -9.75 -14.76 -25.79
H -8.02 -15.01 -25.48
H -9.06 -13.71 -24.61
C 0.84 -11.68 -23.03
O 0.36 -12.45 -24.10
C 1.29 -13.48 -24.39
C 1.08 -14.65 -23.33
N -0.43 -14.94 -23.22
C -0.83 -15.85 -22.15
C -2.25 -15.51 -21.81
O -2.31 -14.11 -21.59
C -3.52 -13.50 -21.24
H 0.68 -12.12 -22.05
H 0.08 -10.81 -22.96
H 1.76 -11.17 -23.24
H 2.33 -13.14 -24.46
H 0.94 -14.01 -25.30
H 1.40 -14.44 -22.30
H 1.60 -15.52 -23.68
H -0.89 -14.04 -23.04
H -0.10 -15.79 -21.33
H -0.85 -16.89 -22.54
H -2.56 -16.00 -20.88
H -2.86 -15.82 -22.65
H -4.25 -13.61 -22.03
H -3.36 -12.40 -21.07
H -4.05 -13.92 -20.29
C -5.76 -23.40 -20.76
O -5.37 -22.16 -21.37
C -4.29 -22.31 -22.31
C -3.66 -20.95 -22.67
N -2.48 -21.16 -23.51
C -1.77 -19.90 -23.62
C -0.73 -19.86 -24.72
O -1.44 -20.12 -25.93
C -0.62 -20.63 -26.98
H -4.94 -23.62 -20.01
H -5.78 -24.24 -21.45
H -6.70 -23.21 -20.28
H -4.57 -22.88 -23.19
H -3.49 -22.86 -21.78
H -3.28 -20.45 -21.74
H -4.45 -20.37 -23.10
H -2.77 -21.46 -24.42
H -1.30 -19.60 -22.67
H -2.43 -19.11 -23.92
H 0.02 -20.60 -24.44
H -0.26 -18.92 -24.74
H -0.22 -21.60 -26.76
H 0.17 -19.93 -27.25
H -1.37 -20.69 -27.72
C -4.96 -17.94 -21.85
O -5.14 -16.96 -20.83
C -5.11 -17.60 -19.51
C -6.27 -18.49 -19.23
N -7.46 -17.84 -19.71
C -8.56 -18.76 -19.79
C -8.34 -19.89 -20.84
O -8.36 -19.23 -22.10
C -8.02 -19.96 -23.29
H -3.95 -18.40 -21.75
H -5.11 -17.51 -22.87
H -5.73 -18.76 -21.74
H -5.12 -16.77 -18.74
H -4.16 -18.11 -19.30
H -6.26 -18.64 -18.13
H -6.12 -19.45 -19.70
H -7.20 -17.60 -20.65
H -9.42 -18.15 -20.01
H -8.73 -19.15 -18.79
H -9.08 -20.72 -20.78
H -7.40 -20.36 -20.73
H -7.91 -19.15 -24.01
H -8.86 -20.66 -23.43
H -7.13 -20.62 -23.21
C -7.51 -20.39 -26.86
O -6.32 -20.39 -26.12
C -5.65 -21.61 -25.94
C -5.43 -22.40 -27.20
N -4.55 -21.75 -28.16
C -4.29 -22.49 -29.35
C -3.40 -21.71 -30.42
O -4.28 -20.94 -31.20
C -4.70 -21.59 -32.44
H -7.29 -20.47 -27.89
H -8.01 -19.49 -26.61
H -8.25 -21.09 -26.53
H -6.17 -22.24 -25.17
H -4.66 -21.36 -25.53
H -6.46 -22.55 -27.66
H -5.07 -23.43 -26.91
H -4.86 -20.82 -28.35
H -5.26 -22.86 -29.76
H -3.74 -23.36 -29.00
H -2.80 -22.41 -31.08
H -2.73 -21.08 -29.86
H -3.93 -21.84 -33.20
H -5.40 -20.96 -32.94
H -5.16 -22.47 -32.10
N -4.47 -12.99 -26.73
C -3.78 -11.81 -26.81
N -2.82 -11.65 -27.78
O -4.10 -10.82 -26.15
H -5.27 -12.89 -26.10
H -4.48 -13.73 -27.43
H -2.19 -12.35 -28.21
H -2.30 -10.84 -27.57
N -4.45 -17.68 -25.83
C -5.45 -16.83 -25.35
N -5.19 -15.59 -24.80
O -6.61 -17.17 -25.31
H -3.51 -17.47 -25.53
H -4.73 -18.65 -25.75
H -4.34 -15.10 -24.96
H -6.00 -15.00 -24.75
N -10.83 -18.20 -25.68
C -10.40 -18.16 -26.98
N -9.29 -17.35 -27.15
O -10.94 -18.74 -27.91
H -10.34 -17.54 -25.07
H -11.55 -18.82 -25.43
H -8.61 -17.29 -26.40
H -8.96 -17.38 -28.12
N -6.84 -12.06 -22.11
C -6.16 -11.92 -23.36
N -6.17 -10.73 -24.00
O -5.58 -12.88 -23.90
H -7.52 -11.47 -21.73
H -7.12 -13.01 -21.79
H -5.52 -10.68 -24.75
H -6.38 -9.89 -23.59
O -1.83 -16.01 -25.46
C -1.10 -15.99 -26.65
C -1.37 -14.70 -27.38
O -0.61 -13.62 -26.92
H -1.29 -15.75 -24.73
H -0.07 -16.15 -26.41
H -1.33 -16.86 -27.27
H -2.43 -14.50 -27.43
H -1.08 -14.77 -28.46
H -0.98 -13.31 -26.09
*
```

Here are the Löwdin charges for atoms 1 to 8, given in e: number 1, C, carries -0.09; number 2, O, carries -0.20; number 3, C, carries -0.22; number 4, C, carries -0.20; number 5, N, carries -0.07; number 6, C, carries -0.19; number 7, C, carries -0.14; number 8, O, carries -0.19